# 1
Computed, not measured: a molecular structure, C38H40N3OP2PtSe2 at a distorted geometry, with wB97M-V/def2-TZVPD.

Atoms and positions in Å:
1 Pt -1.518412 -2.117137 -0.225465
2 C -2.338334 -4.633080 3.320756
3 C -1.329161 -3.905009 2.418626
4 C 0.060187 -4.507408 2.602955
5 C -1.817251 -3.952756 0.978025
6 C -3.123846 -3.498578 0.642074
7 C -3.783972 -3.929267 -0.556160
8 C -3.161743 -4.758856 -1.446074
9 C -3.882873 -5.322222 -2.638088
10 C -1.804384 -5.080049 -1.186397
11 C -1.142126 -4.677012 -0.038404
12 H -1.934071 -4.702808 4.329753
13 H -2.521108 -5.647422 2.960351
14 H -3.293038 -4.111847 3.382214
15 H -1.303030 -2.860351 2.743508
16 H 0.047180 -5.584573 2.426466
17 H 0.386072 -4.350060 3.630178
18 H 0.803275 -4.056683 1.940843
19 H -3.705639 -2.994021 1.403177
20 H -4.816260 -3.643348 -0.720057
21 H -3.929001 -4.584638 -3.443569
22 H -4.912839 -5.571056 -2.388984
23 H -3.386056 -6.206511 -3.031113
24 H -1.271407 -5.697621 -1.900720
25 H -0.137084 -5.032615 0.139790
26 Se 2.292214 1.054329 -3.570400
27 P 2.009988 2.370959 -1.772254
28 C 1.163942 3.882609 -2.122300
29 C -0.227860 3.914086 -1.963658
30 C -0.913288 5.082010 -2.246500
31 C -0.227330 6.202240 -2.695599
32 C 1.150028 6.161716 -2.883822
33 C 1.850513 4.999668 -2.618641
34 C 3.471699 2.494815 -0.775683
35 C 3.696568 1.477552 0.164922
36 C 4.849320 1.503057 0.929806
37 C 5.783306 2.514030 0.750034
38 C 5.569264 3.513100 -0.192725
39 C 4.423048 3.505974 -0.966465
40 C 0.999616 1.092848 -1.266669
41 C 0.165898 0.482137 -0.385676
42 N -0.137944 -0.712621 -0.990601
43 N 0.486548 -0.840312 -2.155990
44 N 1.175712 0.250405 -2.315585
45 P -0.497876 0.763755 1.259157
46 Se -2.360761 -0.356068 1.270604
47 C -0.744569 2.496305 1.575393
48 C -2.031827 3.006045 1.740391
49 C -2.199097 4.353485 2.026487
50 C -1.092187 5.181184 2.150183
51 C 0.192913 4.672743 1.983216
52 C 0.373931 3.332486 1.697359
53 C 0.747196 0.113512 2.374357
54 C 1.344650 -1.119185 2.090441
55 C 2.364609 -1.585768 2.900598
56 C 2.781958 -0.836775 3.996875
57 C 2.164796 0.367909 4.298914
58 C 1.145106 0.850528 3.490795
59 H -0.769367 3.040204 -1.625382
60 H -1.988121 5.111688 -2.129381
61 H -0.773253 7.107247 -2.927444
62 H 1.677382 7.028947 -3.256897
63 H 2.908782 4.967453 -2.825733
64 H 2.983760 0.673851 0.301003
65 H 5.021014 0.720203 1.656218
66 H 6.692602 2.515676 1.336374
67 H 6.302864 4.294200 -0.338046
68 H 4.288637 4.279089 -1.704429
69 H -2.898847 2.363072 1.657193
70 H -3.194975 4.751639 2.165911
71 H -1.226620 6.226992 2.393533
72 H 1.053524 5.319650 2.091063
73 H 1.376724 2.929180 1.599976
74 H 1.005010 -1.716668 1.251780
75 H 2.835569 -2.536066 2.686599
76 H 3.582114 -1.204389 4.625911
77 H 2.469048 0.933601 5.169181
78 H 0.657425 1.782674 3.740610
79 C -1.971125 -1.979890 -5.000576
80 C -2.371298 -1.664642 -3.578293
81 O -1.670300 -2.519060 -2.643797
82 H -2.484797 -1.312959 -5.692087
83 H -2.223168 -3.008311 -5.256985
84 H -0.894209 -1.845216 -5.133779
85 H -3.431027 -1.844786 -3.406256
86 H -2.162816 -0.615064 -3.343902
87 H -0.749695 -2.562147 -2.933017

Cartesian forces, eV/Å:
-0.27 0.90 0.22
0.04 -0.05 -0.07
0.02 0.08 0.15
-0.03 0.05 -0.05
-0.23 -0.36 0.23
0.36 0.51 -0.59
-0.11 -0.14 0.29
-0.05 -0.20 -0.02
0.06 0.25 -0.08
-0.02 0.15 -0.05
0.02 -0.28 0.07
-0.03 -0.01 0.01
0.01 0.00 0.03
-0.01 -0.01 -0.02
0.02 0.02 -0.07
0.03 0.01 -0.01
0.02 -0.01 -0.01
0.01 -0.02 0.01
-0.05 -0.02 -0.01
0.01 0.06 0.08
0.07 0.00 -0.01
0.03 -0.08 0.05
-0.02 -0.03 0.05
0.00 0.03 -0.02
0.00 0.00 -0.01
0.54 -0.28 -1.17
1.77 3.14 0.20
-0.13 -0.10 -0.13
0.14 0.03 0.04
-0.08 -0.04 0.01
-0.01 0.02 -0.03
0.01 -0.06 -0.04
-0.10 -0.03 0.06
0.00 -0.19 0.00
0.02 0.15 -0.06
-0.06 -0.11 0.01
0.04 0.01 0.00
0.00 -0.02 -0.05
-0.08 -0.06 0.11
-0.35 -0.57 0.16
-0.31 -1.05 -0.55
0.02 0.04 -0.45
-0.25 -0.23 0.26
-1.40 -0.89 1.29
-0.04 0.02 0.94
0.11 -0.57 -0.42
0.05 0.05 -0.15
0.00 0.02 -0.05
-0.01 0.00 0.02
0.01 -0.02 0.00
0.05 0.01 -0.05
-0.03 -0.03 -0.10
0.19 0.12 -0.20
0.05 0.07 0.01
0.00 -0.02 0.01
-0.01 -0.01 0.00
-0.05 0.00 0.03
-0.06 -0.07 0.01
-0.04 0.01 0.05
0.01 0.02 0.01
0.01 0.01 0.03
-0.02 0.00 -0.02
0.01 0.04 0.00
0.00 -0.02 0.06
0.02 0.02 0.01
-0.02 0.03 0.02
0.01 -0.01 0.01
0.01 0.04 0.02
-0.01 0.02 -0.02
0.01 0.00 0.01
-0.01 0.00 -0.02
-0.02 0.01 0.01
0.01 0.03 0.00
0.03 -0.01 -0.02
-0.02 -0.01 0.00
-0.01 -0.01 0.00
0.00 -0.01 0.00
0.04 0.01 0.01
0.00 -0.08 0.10
-0.03 0.10 -0.01
0.09 -0.28 -0.04
0.00 -0.01 -0.01
0.00 0.01 -0.03
-0.01 0.02 -0.06
0.00 0.00 0.04
-0.01 -0.01 0.08
-0.04 -0.08 -0.13

Values from the calculation:
**Relative energy (zero: lowest compared OMol25 entry of this formula, charge and spin)**: 29.3 kcal/mol
**Highest occupied orbital energy**: -16.00 eV
**Total charge**: +3
**2S+1**: 1
**LUMO**: -9.43 eV

# 2
Computed, not measured: 8 unconnected molecules or ions with the total composition C38H40N8 at a distorted geometry, with wB97M-V/def2-TZVPD.

Atoms and positions in Å:
1 N -0.318181 -4.371748 1.525924
2 C -1.721198 -4.563451 1.291326
3 C -2.108161 -5.518366 2.100753
4 C -1.023601 -5.933006 2.888472
5 C 0.094760 -5.210132 2.522599
6 H 0.240678 -3.733471 0.928729
7 H -2.140754 -3.967233 0.495342
8 H -3.109643 -5.798622 2.288725
9 H -1.145208 -6.672781 3.656108
10 H 1.074994 -5.278465 2.927318
11 N -3.086226 0.182828 -4.329192
12 C -3.254178 1.355440 -5.099914
13 C -2.905151 0.991585 -6.344875
14 C -2.550676 -0.376660 -6.341254
15 C -2.573375 -0.828001 -5.054701
16 H -3.278985 0.140734 -3.302286
17 H -3.638842 2.257647 -4.590156
18 H -2.794304 1.594535 -7.220779
19 H -2.240655 -0.882812 -7.221707
20 H -2.374648 -1.825069 -4.684996
21 N -1.274886 -1.086224 3.891504
22 C -1.294309 -2.397470 4.213234
23 C -2.211776 -3.033446 5.026737
24 C -3.227135 -2.267735 5.592789
25 C -3.211889 -0.895286 5.375272
26 C -2.205134 -0.355561 4.577822
27 H -0.649517 -3.005074 3.679131
28 H -2.187041 -4.107886 5.075781
29 H -3.970606 -2.814205 6.149632
30 H -3.985171 -0.275594 5.723693
31 H -2.249767 0.688736 4.295478
32 N 2.299602 -2.248177 1.502660
33 C 1.881288 -2.001982 2.707701
34 C 2.605736 -1.172947 3.544540
35 C 3.870496 -0.773538 3.177662
36 C 4.318461 -0.968357 1.913258
37 C 3.437372 -1.737799 1.093716
38 H 0.883917 -2.264294 2.986826
39 H 2.241835 -0.877841 4.496815
40 H 4.398600 -0.211788 3.945081
41 H 5.267784 -0.677048 1.520572
42 H 3.735727 -2.018350 0.103861
43 N -0.049873 5.115250 -0.420824
44 C 0.408462 6.115924 -1.188530
45 C 0.075101 6.236952 -2.582818
46 C -0.420348 5.087850 -3.199756
47 C -0.843778 3.990364 -2.427779
48 C -0.710839 4.150852 -1.051406
49 H 0.757070 6.990845 -0.733409
50 H 0.318558 7.140166 -3.119726
51 H -0.436962 5.064552 -4.304772
52 H -1.165088 3.049323 -2.900152
53 H -1.149697 3.348970 -0.443829
54 N 3.132373 -1.042372 -5.772439
55 C 1.964835 -0.630343 -6.247577
56 C 1.006564 0.100716 -5.518890
57 C 1.376124 0.493904 -4.231166
58 C 2.598183 0.037844 -3.739625
59 C 3.426500 -0.651725 -4.511098
60 H 1.735334 -0.869143 -7.241861
61 H -0.015499 0.346989 -5.821198
62 H 0.624975 1.001375 -3.603966
63 H 3.019479 0.289362 -2.801967
64 H 4.372904 -0.932188 -4.051091
65 N 4.237417 2.786290 2.535804
66 C 3.214570 2.716457 1.636142
67 C 1.922217 3.089095 1.941349
68 C 1.648899 3.420190 3.278104
69 C 2.662373 3.404031 4.220646
70 C 3.919842 3.081217 3.808765
71 H 3.471693 2.368855 0.637926
72 H 1.212336 3.102951 1.107618
73 H 0.635064 3.736393 3.624989
74 H 2.483323 3.781074 5.215075
75 H 4.759323 3.126527 4.488127
76 N -2.816187 -0.138825 -1.488107
77 C -1.496051 -0.149397 -1.681106
78 C -0.536027 -0.446213 -0.719328
79 C -1.062169 -0.840710 0.495404
80 C -2.442033 -0.911510 0.765588
81 C -3.222264 -0.583855 -0.286360
82 H -1.258458 0.177382 -2.695468
83 H 0.512475 -0.395673 -0.944689
84 H -0.369804 -1.080662 1.329191
85 H -2.819550 -1.171950 1.749147
86 H -4.301602 -0.568217 -0.134143

Cartesian forces, eV/Å:
-1.00 0.82 -1.29
3.62 2.43 -1.81
-1.21 -1.18 1.65
0.58 -0.14 0.52
-1.48 -0.48 -0.25
-0.23 -0.80 0.99
-0.35 -0.15 0.21
-0.81 -0.49 -0.16
0.43 -0.13 0.22
0.61 0.22 -0.10
-0.49 1.70 2.03
-0.34 -1.07 2.48
0.34 -0.02 -1.44
0.71 0.29 -0.47
-0.81 -0.31 -0.75
0.14 -0.02 -1.04
0.40 -0.67 -0.69
-0.34 0.40 -0.21
0.27 -0.53 -0.37
-0.08 0.27 0.24
-1.07 -0.25 2.00
-1.00 1.31 -0.12
-0.45 0.79 -0.05
0.71 -0.55 -0.19
1.01 -0.83 -0.51
0.21 -0.60 -1.36
1.37 -1.11 -0.87
0.03 -0.17 0.23
-0.39 0.39 0.20
-0.77 0.75 0.56
0.13 0.14 0.23
-0.46 -1.04 -1.76
-0.15 1.93 1.35
-0.02 -0.86 0.00
0.07 1.35 1.46
-1.28 -1.76 -1.64
1.67 0.58 0.69
-0.26 -0.53 0.01
-0.41 0.01 0.70
0.35 0.02 -0.42
0.39 0.33 0.01
0.14 0.08 -0.54
0.24 0.60 -0.57
-2.66 -0.36 -2.22
0.81 -1.46 1.82
-0.01 0.00 -0.73
0.82 1.06 -0.52
-0.26 -1.65 0.02
1.05 0.84 1.02
0.11 -0.04 -0.12
-0.31 -0.09 0.70
-0.15 0.63 0.43
0.32 0.35 0.15
0.24 0.54 0.36
-0.45 0.44 1.16
0.47 0.37 1.24
-0.96 -0.72 -0.09
-1.38 1.89 0.86
1.20 -1.81 -1.87
-0.16 -0.59 -1.35
0.57 -0.19 -0.52
0.69 -0.04 -0.27
-0.26 0.44 1.13
0.06 -0.28 -0.61
-1.04 -0.71 -0.24
1.28 0.32 1.08
-0.27 -0.21 0.26
-1.26 0.41 -0.21
-0.95 0.46 -0.12
1.32 0.01 -1.32
0.08 0.22 0.10
-0.09 0.08 0.71
0.88 -0.32 -0.62
-0.06 -0.29 0.23
0.09 -0.03 0.13
0.74 -0.97 0.82
-0.18 0.89 -0.98
-1.46 -0.31 -0.12
1.06 -0.39 2.01
2.09 -0.07 -0.20
-2.39 0.97 -0.58
0.50 -0.14 0.28
0.25 -0.04 0.10
-0.48 0.19 -0.61
0.05 -0.07 -0.28
0.05 -0.08 -0.20

Values from the calculation:
**Relative energy (zero: lowest compared OMol25 entry of this formula, charge and spin)**: 31.8 kcal/mol
**Highest occupied orbital energy**: -8.27 eV
**2S+1**: 1
**LUMO**: 0.49 eV
**Structure (SMILES)**: c1cc[nH]c1.c1cc[nH]c1.c1ccncc1.c1ccncc1.c1ccncc1.c1ccncc1.c1ccncc1.c1ccncc1